1.
DFT (the ωB97M-V functional and the def2-TZVPD basis) results for a 2-piece molecular cluster, C9H18Si overall.

Values from the calculation:
M: 154.329 g mol⁻¹
ΔE to the lowest compared entry with this formula, charge and spin: 5.766 eV
Lowest unoccupied orbital energy: -0.0349 hartree
Electronic energy: -642.96397 hartree

Structure (XYZ):
```
28
Properties=species:S:1:pos:R:3:forces:R:3
C -2.97178 0.92169 1.48972 -0.6192 2.7705 0.3907
C -2.28736 -0.04969 1.30385 2.6822 -2.0583 -1.1130
C -3.69616 2.22789 1.77430 0.5771 -2.2890 2.1432
C -0.22576 0.25305 -2.15811 0.9722 1.2445 1.1622
C -0.76679 -2.12128 -2.17708 3.1561 -1.8601 -2.0648
C 1.16667 1.07492 1.63448 -1.9901 2.0090 -2.0912
C 3.16040 -0.17581 0.69691 -1.4053 -0.5700 -2.5013
C 0.25561 -1.14714 -1.63223 -0.3667 1.3977 -0.8592
C 1.70596 -0.27160 1.28707 1.7085 -1.3339 2.3378
Si 0.48531 -1.29166 0.22962 -0.7936 1.9152 0.4353
H -4.58953 1.87498 2.40316 0.9254 1.3822 -1.0830
H -3.06341 2.97900 2.31055 -0.3776 -1.0252 0.1984
H -3.87456 2.74594 0.88127 -1.1484 0.3621 -1.3994
H 0.55093 1.05524 -2.04236 -0.5177 -0.6901 -0.0447
H -0.55664 0.29802 -3.20285 0.3233 -0.5655 0.1589
H -1.08409 0.60129 -1.55864 0.2134 -0.2736 -0.1031
H -1.10448 -1.76967 -3.17352 0.0516 -0.5272 0.6890
H -1.49743 -2.16697 -1.48896 -3.2791 -0.4394 1.8514
H -0.26457 -3.15318 -2.25698 -1.0609 1.2963 -0.0652
H 1.11122 1.63853 0.58922 -0.3616 -0.8296 2.0531
H 0.16038 1.11402 2.13585 0.7713 -0.3789 -0.8822
H 1.76755 1.73513 2.21350 1.1192 0.0701 0.6430
H 4.02483 0.04598 1.26712 0.2356 0.1962 1.7166
H 3.24758 0.61620 -0.10413 -0.4888 -1.0762 0.3238
H 3.34487 -1.19511 0.30052 0.4018 0.6383 -0.3703
H 1.20565 -1.46070 -2.07283 0.4259 0.4921 0.0898
H 1.89788 -0.93659 2.26158 -0.8927 1.1974 -1.8165
H 0.50603 -2.62913 0.71529 -0.2620 -1.0546 0.2008
```
Positions in Å, forces in eV/Å.

2.
DFT (the ωB97M-V functional and the def2-TZVPD basis) results for an isolated molecule of C9H18Si.

Values from the calculation:
M: 154.329 g mol⁻¹
ΔE to the lowest compared entry with this formula, charge and spin: 1.491 eV
Lowest unoccupied orbital energy: 0.0336 hartree
Electronic energy: -643.12106 hartree
SMILES: C=C[C@@H]1[C@H](C)[C@H]1[Si](C)(C)C

Structure (XYZ):
```
28
Properties=species:S:1:pos:R:3:forces:R:3
C -3.25941 1.67959 -0.03505 2.2123 -0.5609 -1.3961
C -2.47544 0.64684 0.27140 -2.4933 1.2843 1.8204
C -1.26170 0.22509 -0.36158 -0.5769 -0.6278 1.0792
C -0.98921 -1.23999 -0.43247 0.2648 -0.3553 2.6189
C -1.84136 -2.29349 0.26188 -2.8206 0.7765 0.7089
C -0.18043 -0.39224 0.50514 1.7963 1.5693 -3.1762
Si 1.56752 0.18737 0.06152 0.3332 -0.2631 -0.2517
C 1.73417 0.67600 -1.79790 0.9418 -0.7112 -0.9918
C 2.71947 -1.30184 0.52503 2.1361 3.8908 0.0895
C 1.91322 1.84783 0.93349 0.6628 1.3876 -0.2947
H -4.10469 1.95782 0.43819 -2.6629 0.1105 2.3453
H -3.14735 2.41196 -0.78196 1.0020 0.4181 -1.5456
H -2.86715 0.22502 1.20989 0.7087 -0.6951 -0.5008
H -1.01806 0.91732 -1.11556 0.6945 0.2374 -1.2701
H -0.35840 -1.51537 -1.20956 0.4146 -1.0078 -1.7387
H -2.52733 -1.97194 1.13797 1.5802 0.4328 -1.1337
H -1.40882 -3.17810 0.69783 0.9629 -0.2194 -0.4162
H -2.65650 -2.59403 -0.38513 0.0415 -0.5604 -0.6270
H -0.34987 -0.40970 1.50503 -0.8463 -0.2902 2.8849
H 2.83676 0.85152 -2.09205 -1.5304 0.4495 0.8904
H 1.60344 -0.21333 -2.50077 -0.7224 1.0936 0.8099
H 1.07215 1.57687 -2.05988 1.1008 -1.4353 0.1248
H 3.82281 -0.92195 0.68355 -1.9612 -0.9963 -0.6437
H 2.44996 -1.75659 1.41436 -0.7403 -0.4037 2.3276
H 2.62879 -2.11024 -0.11294 0.2651 -1.3503 -2.0456
H 2.98273 2.23258 0.77580 -1.3461 -0.6808 -0.2301
H 1.21901 2.67580 0.40180 1.3347 -1.8375 1.7337
H 1.89569 1.78721 2.06198 -0.7519 0.3447 -1.1717
```
Positions in Å, forces in eV/Å.

3.
DFT (the ωB97M-V functional and the def2-TZVPD basis) results for an isolated ion of composition C9H19BFO2 and charge -1.

Values from the calculation:
Charge: -1
M: 189.059 g mol⁻¹
ΔE to the lowest compared entry with this formula, charge and spin: 0.213 eV
Lowest unoccupied orbital energy: 0.1311 hartree
Electronic energy: -629.61382 hartree

Structure (XYZ):
```
32
Properties=species:S:1:pos:R:3:forces:R:3
C 1.40404 -2.61982 -0.46722 -0.0115 -0.0131 -0.0301
C 2.26548 -1.35217 -0.52097 -0.0457 0.0130 -0.0321
C 1.47291 -0.04737 -0.68918 0.1055 0.0781 0.0499
C 2.44472 1.13990 -0.75510 0.0454 0.0296 -0.0296
C 0.44468 0.11082 0.42658 0.0022 -0.0172 0.1840
O 1.06322 0.32437 1.66724 -0.2249 -0.0125 0.0466
B -0.01387 0.91429 2.57305 0.1514 -0.0172 -0.0676
O -1.14493 1.22052 1.61882 0.0421 0.1433 -0.0847
C -0.54208 1.28093 0.35545 0.1004 0.0301 0.1789
C -1.56419 1.32295 -0.77171 -0.0282 -0.1042 0.0593
C -2.48998 0.13372 -0.95605 0.0098 0.0605 0.0127
C -3.22397 -0.34282 0.27424 -0.0258 -0.0155 0.0479
F -1.75564 -0.95445 -1.47814 0.0622 -0.1282 -0.0984
H 1.89735 -3.46290 -0.95763 0.0418 0.0014 0.0555
H 1.18473 -2.91568 0.55907 -0.0353 0.0578 0.0073
H 0.44545 -2.46575 -0.96610 0.0021 0.0027 -0.0570
H 2.85061 -1.25276 0.39654 0.0028 -0.0599 0.0012
H 2.98217 -1.43638 -1.34618 -0.0053 0.0763 -0.0047
H 0.92929 -0.11135 -1.63989 -0.0987 -0.0175 0.0398
H 2.00733 2.04474 -0.33542 -0.0085 -0.0004 -0.0431
H 3.34850 0.93540 -0.17760 -0.0435 -0.0062 0.0526
H 2.75186 1.35344 -1.78336 0.0061 -0.0503 -0.0028
H -0.17917 -0.79641 0.47085 0.0417 -0.0821 -0.1294
H 0.43251 1.94639 3.09935 -0.0055 -0.0384 0.0004
H -0.41104 0.11309 3.42506 -0.0005 -0.0232 -0.0029
H 0.05808 2.20886 0.29111 -0.0429 0.0009 -0.1595
H -2.20475 2.19536 -0.60184 0.0065 0.0062 -0.0013
H -1.04870 1.48715 -1.72415 0.0090 0.0137 0.0027
H -3.20371 0.37520 -1.75008 -0.0621 0.0664 -0.0002
H -4.01248 -1.04649 -0.00197 0.0242 -0.0225 -0.0083
H -2.52970 -0.81098 0.96789 0.0131 0.0344 0.0172
H -3.65874 0.50820 0.79737 -0.0278 -0.0061 -0.0044
```
Positions in Å, forces in eV/Å.

4.
DFT (the ωB97M-V functional and the def2-TZVPD basis) results for a 2-piece molecular cluster, C9H19ClN overall.

Values from the calculation:
Charge: +1
M: 176.711 g mol⁻¹
ΔE to the lowest compared entry with this formula, charge and spin: 4.320 eV
Lowest unoccupied orbital energy (alpha / beta): -0.1365 / -0.1777 hartree
Electronic energy: -868.76890 hartree

Structure (XYZ):
```
30
Properties=species:S:1:pos:R:3:forces:R:3
C -0.86236 -0.85772 -2.14667 -0.1056 0.9902 1.7358
C -0.23402 -0.16604 -1.22017 0.0983 -1.0491 -0.5377
C -2.32044 1.43839 1.70363 2.0245 2.2764 -3.4239
C -1.49009 -0.94561 1.10691 -3.8383 0.3721 5.1202
C 3.18587 -0.09754 -0.96119 2.1875 -4.3449 0.8672
C 2.29364 -1.91062 0.57242 3.4922 -2.1666 -4.7952
C -0.83322 2.00833 -0.90798 -0.7553 -1.4292 -1.0322
C -1.86618 0.45267 0.63246 -0.7403 -3.1977 -0.6302
C 2.33968 -0.49190 0.22258 0.8539 -1.0324 -3.0246
N -0.65719 0.75027 -0.19830 -0.0198 -0.1157 -0.9367
Cl 1.92987 0.65645 1.34641 0.1081 0.9749 1.2870
H -1.88657 -1.14002 -2.21842 -1.1513 0.3583 0.5048
H -0.37847 -1.25373 -2.96390 1.7076 -0.9174 -1.4830
H -1.52912 1.47213 2.43919 0.3997 0.9137 0.1525
H -2.63273 2.43919 1.14579 0.9138 -1.8151 1.7602
H -3.12133 1.08835 2.23454 -2.3298 -1.1456 0.8771
H -0.79333 -0.91087 1.92432 1.0124 0.0667 0.0798
H -1.26009 -1.62211 0.38826 0.9506 -1.7120 -2.1696
H -2.37797 -1.45568 1.71415 1.3621 1.2184 -1.4752
H 4.32102 -0.10707 -0.79401 -1.2241 -0.2405 0.6945
H 3.05731 0.86698 -1.20183 -1.0498 3.2807 -1.7207
H 3.14799 -0.92959 -1.74934 -0.5928 1.6526 0.7176
H 3.40216 -2.38149 0.62398 -2.1463 1.2397 -0.0539
H 1.89284 -2.04828 1.45222 -2.2575 -0.9698 4.6441
H 1.80079 -2.63375 -0.20057 0.6241 1.6360 1.1232
H -0.24390 2.18505 -1.75111 1.3238 -0.5980 -1.3314
H -1.83275 1.92640 -1.25283 -1.0520 0.8405 -0.1256
H -0.55802 2.71815 -0.27013 0.0972 3.5137 2.7266
H -2.57735 0.23588 -0.14844 -0.9587 0.5687 -0.0830
H 0.08398 0.71378 0.47802 1.0659 0.8313 0.5321
```
Positions in Å, forces in eV/Å.

5.
DFT (the ωB97M-V functional and the def2-TZVPD basis) results for C9H19F4N3O9RbS4 as an isolated structure.

Values from the calculation:
Charge: -1
M: 602.991 g mol⁻¹
ΔE to the lowest compared entry with this formula, charge and spin: 0.000 eV
Lowest unoccupied orbital energy: 0.0624 hartree
Electronic energy: -3212.13697 hartree

Structure (XYZ):
```
49
Properties=species:S:1:pos:R:3:forces:R:3
Rb 0.51235 -0.49067 2.16206 0.1439 -0.0119 0.0018
N 4.39651 -1.02873 -0.64455 -2.1517 2.6677 0.5926
S 4.88720 -1.27970 0.82813 2.1449 -0.5160 2.0855
O 3.91220 -1.87456 1.68539 -0.3092 -0.2684 0.0711
O 5.73552 -0.26169 1.40764 -0.8180 -0.6860 -0.7861
F 5.88425 -2.46352 0.48161 -0.0770 -0.0239 -0.1370
S 3.41832 0.32543 -0.44408 0.6263 -0.0837 -2.2222
O 4.02552 1.51879 -0.95430 -0.2155 -0.5898 0.5680
O 2.56005 0.43317 0.70913 0.7902 -0.2786 -0.6101
F 2.38066 -0.04405 -1.62029 0.2255 -0.1926 0.0754
N 1.82354 -0.06761 4.66146 -1.6714 0.3223 2.8483
S 0.73604 0.31776 5.86196 -1.0428 -1.3371 -1.8565
O -0.22228 1.23720 5.31771 0.0659 -0.1796 0.7486
O 1.22713 0.39135 7.19498 -0.0195 0.3331 -0.2342
F -0.05895 -1.08170 5.83259 0.1905 0.2181 -0.0831
S 2.96515 0.96457 4.96786 3.8942 2.4435 -3.1063
O 4.11556 0.47763 5.66376 -0.8847 -0.0617 0.5143
O 2.58343 2.35647 5.10762 -0.4001 -1.3267 0.9564
F 3.51006 1.02136 3.44602 -0.2278 -0.4531 0.3507
C -2.43615 -2.18936 -0.25666 1.1205 -0.3177 0.1179
C -2.34225 -1.18946 -1.42473 0.3036 -0.1505 0.1370
C -3.62418 -0.35115 -1.43996 0.7765 0.0381 -0.7844
C -3.52440 0.85330 -2.39149 -0.7385 -0.8327 0.2691
C -2.42092 1.77478 -1.96112 0.1595 -0.1315 0.4498
C -1.06470 1.04711 -1.76517 0.4113 1.2457 0.4132
N -1.24660 -0.25610 -1.13533 -0.9914 0.0116 1.0874
O -0.05053 -0.87917 -0.73211 -0.2764 0.0683 -0.7758
C -0.32532 1.00015 -3.11136 -0.5154 -0.5660 0.1862
C -0.29384 1.91468 -0.73462 0.2763 -0.4735 -0.1915
C -2.13272 -1.96302 -2.72542 -0.0607 -0.2641 -0.6620
H -3.04383 -3.07412 -0.44771 -0.5373 0.4042 -0.0958
H -2.68288 -1.69799 0.68575 -0.4198 0.0374 -0.1278
H -1.45160 -2.62880 -0.07301 0.0764 0.1111 -0.1610
H -4.43328 -0.99958 -1.77954 -0.1972 0.0225 0.3717
H -3.74733 0.00242 -0.41606 -0.4315 -0.0089 -0.0069
H -4.51765 1.30753 -2.34753 0.1784 0.4197 -0.2550
H -3.37743 0.49244 -3.41311 -0.0120 0.0671 -0.0261
H -2.68775 2.25352 -1.01387 -0.0895 -0.1697 0.0623
H -2.28206 2.60051 -2.66163 0.1406 -0.0954 -0.0990
H -1.02798 0.59488 -3.84444 0.2247 0.0076 -0.2145
H -0.01700 1.98952 -3.44178 0.1004 0.0321 0.0948
H 0.54069 0.34337 -3.04320 0.1175 0.1541 -0.1591
H 0.75043 1.61370 -0.66830 -0.0010 0.1562 -0.0610
H -0.35575 2.97809 -0.96394 0.0594 -0.0137 -0.1760
H -0.73526 1.75922 0.25174 -0.1349 0.0705 -0.0312
H -2.15186 -1.34513 -3.62648 -0.1190 0.2083 0.1930
H -2.90994 -2.72054 -2.85924 0.0336 -0.0145 0.0795
H -1.17079 -2.48127 -2.77822 -0.0106 -0.0352 0.3424
H 0.37061 -1.20101 -1.54615 0.2929 0.0432 0.2459
```
Positions in Å, forces in eV/Å.

6.
DFT (the ωB97M-V functional and the def2-TZVPD basis) results for C9H19FeN5SbSe4 as an isolated structure.

Values from the calculation:
M: 690.731 g mol⁻¹
Lowest unoccupied orbital energy (alpha / beta): -0.0071 / -0.0615 hartree
Electronic energy: -11737.85531 hartree
Spin multiplicity: 2

Structure (XYZ):
```
39
Properties=species:S:1:pos:R:3:forces:R:3
Fe -0.29484 0.40441 0.68411 0.5675 -0.8861 -2.2184
C 1.90120 -0.76627 -0.84601 -0.0521 -0.1355 -0.1703
C 0.95129 -0.30830 -1.97370 -0.0111 0.0035 -0.0795
N -0.40160 0.01643 -1.46576 -0.1733 0.3576 0.3309
C -1.46247 -0.97981 -1.75262 0.0049 -0.0338 -0.0653
C -2.33176 -1.22816 -0.52487 -0.0747 -0.1541 -0.0765
N -1.54264 -1.24472 0.70794 -0.2820 0.4660 0.5239
C -0.80140 -2.47754 0.97618 -0.0374 -0.1557 0.0861
C 0.49276 -2.50918 0.19542 0.1038 -0.1187 0.1427
N 1.11347 -1.18470 0.30239 0.3084 0.5715 0.4661
H 2.58451 -1.54346 -1.20856 -0.1034 -0.0550 -0.0146
H 2.50935 0.07497 -0.53388 0.0718 -0.0316 -0.0095
H 1.37879 0.58606 -2.42746 -0.0477 -0.0050 -0.0437
H 0.87088 -1.05436 -2.76800 0.0332 -0.0401 0.0509
H -0.68387 0.90129 -1.86267 -0.0588 -0.0449 -0.1150
H -2.10276 -0.63786 -2.56960 0.0478 0.0169 -0.0108
H -0.99082 -1.89677 -2.10330 -0.0025 -0.0124 0.0622
H -3.05317 -0.41875 -0.43183 -0.0207 -0.0283 0.0103
H -2.89863 -2.15799 -0.65381 0.0494 -0.0114 -0.0036
H -2.18073 -1.12237 1.50287 -0.0009 -0.1354 0.0100
H -0.57952 -2.46713 2.04533 -0.0457 -0.0078 -0.0383
H -1.41125 -3.36449 0.77452 -0.0021 0.0004 0.0002
H 1.14005 -3.28276 0.61982 0.0460 0.0254 -0.0865
H 0.36425 -2.76223 -0.85684 -0.0859 0.0624 -0.0073
H 1.65471 -1.14091 1.16217 0.0260 -0.0064 -0.0242
N 0.63119 2.99341 -0.64080 0.0780 -0.1211 -0.1381
C 1.56292 3.96275 -0.63616 -0.0073 0.0421 -0.0148
C 2.59167 3.52475 0.16092 -0.0179 0.0034 -0.0116
C 2.17548 2.26567 0.61427 0.0174 -0.0147 -0.0703
N 0.99143 1.94175 0.11406 0.0407 0.2147 0.6807
H -0.28757 3.02857 -1.04873 -0.0476 0.0577 0.0692
H 1.41563 4.87689 -1.18324 0.0113 0.0300 -0.0213
H 3.50007 4.04554 0.39980 0.0304 0.0120 0.0083
H 2.66404 1.59277 1.29869 0.0107 0.0080 0.0382
Se -2.57723 -1.84736 4.04717 -0.0772 -0.2608 -0.1173
Sb -1.70745 0.38133 4.21977 0.1020 0.2139 0.0731
Se -2.18426 1.99568 0.50154 -0.0338 -0.1110 0.4181
Se -3.50226 1.29183 2.18057 0.1424 0.1977 0.0405
Se 0.50054 0.51102 2.98029 -0.5094 0.0869 0.3255
```
Positions in Å, forces in eV/Å.

What is the electronic energy in the fifth record? -3212.13697 hartree